[1]
ORCA calculation (ωB97M-V/def2-TZVPD) on a molecular structure, C35H24Br3ClF3N2O3PRu.

Each line ends with the Löwdin spin population.
CARTESIAN COORDINATES (ANGSTROEM)
Ru  0.870  -0.719  0.803  0.854
Cl  -0.609  -0.873  3.001  0.013
C  -2.264  -0.511  2.613  0.000
C  -3.196  -0.585  3.633  0.000
C  -4.510  -0.247  3.360  0.000
C  -4.862  0.216  2.097  0.000
C  -3.910  0.282  1.096  0.000
C  -2.594  -0.132  1.329  0.002
P  -1.382  -0.213  -0.023  -0.001
C  -1.989  -1.488  -1.170  -0.001
C  -1.053  -2.228  -1.892  0.000
C  -1.476  -3.139  -2.851  0.000
C  -2.828  -3.332  -3.081  0.000
C  -3.763  -2.627  -2.334  0.000
C  -3.352  -1.710  -1.383  0.000
C  -1.646  1.362  -0.870  -0.001
C  -1.950  2.515  -0.145  -0.001
C  -2.116  3.723  -0.801  0.000
C  -1.951  3.794  -2.180  -0.002
C  -1.598  2.660  -2.897  0.000
C  -1.438  1.446  -2.246  -0.002
H  -2.889  -0.895  4.622  0.000
H  -5.255  -0.336  4.139  0.000
H  -5.878  0.523  1.893  0.000
H  -4.176  0.683  0.127  0.000
H  0.000  -2.105  -1.704  0.000
H  -0.742  -3.702  -3.412  0.000
H  -3.156  -4.035  -3.835  0.000
H  -4.821  -2.793  -2.491  0.000
H  -4.100  -1.189  -0.807  0.000
H  -2.079  2.463  0.930  0.000
H  -2.378  4.612  -0.241  0.000
H  -2.110  4.732  -2.695  0.000
H  -1.456  2.719  -3.968  0.000
H  -1.171  0.558  -2.809  0.000
C  0.755  2.446  2.225  0.001
C  1.144  2.530  0.782  0.006
C  1.402  3.790  0.195  -0.002
C  1.769  3.880  -1.114  0.005
C  1.890  2.706  -1.890  -0.001
C  2.242  2.649  -3.254  0.005
Br  2.576  4.233  -4.228  0.001
C  2.339  1.440  -3.890  -0.002
C  2.081  0.249  -3.192  0.006
Br  2.220  -1.417  -4.060  0.001
C  1.734  0.254  -1.857  -0.004
O  1.518  -0.829  -1.156  -0.003
C  1.633  1.493  -1.232  -0.003
N  1.273  1.424  0.072  -0.007
H  -0.121  3.065  2.424  0.000
H  1.562  2.825  2.856  0.000
H  0.538  1.421  2.511  0.000
H  1.315  4.680  0.805  0.000
H  1.977  4.842  -1.565  0.000
H  2.620  1.400  -4.933  0.000
F  0.705  -5.530  1.077  0.001
C  1.120  -4.745  2.066  0.001
F  0.365  -4.983  3.144  0.000
F  2.384  -5.069  2.359  0.001
C  1.044  -3.254  1.685  0.007
O  0.403  -2.926  0.653  0.002
O  1.633  -2.436  2.399  0.089
Br  6.554  -2.490  3.466  0.000
C  5.154  -1.704  2.505  -0.001
C  4.597  -0.509  2.940  0.001
C  3.569  0.033  2.204  0.001
N  3.088  -0.533  1.088  0.028
C  3.650  -1.680  0.674  0.002
C  4.678  -2.303  1.353  0.001
H  4.965  -0.019  3.829  0.000
H  3.117  0.972  2.498  0.000
H  3.253  -2.101  -0.241  0.000
H  5.086  -3.236  0.993  0.000

Summary:
Energy above the lowest of the compared OMol25 structures with the same formula, charge and spin   47.7 kcal/mol
Net charge   +1
Multiplicity   2
HOMO-LUMO gap (alpha / beta)   6.816 / 6.233 eV
LUMO (alpha / beta)   -3.7 / -4.3 eV
Highest occupied orbital energy (alpha / beta)   -10.52 / -10.52 eV

***

[2]
ORCA calculation (ωB97M-V/def2-TZVPD) on a molecular structure, C35H25Br3CaNO3SSb.

Each line ends with the Mulliken charge.
CARTESIAN COORDINATES (ANGSTROEM)
Ca  -0.019  1.747  0.598  0.251
C  -0.412  4.792  -1.109  -1.438
C  -1.355  3.743  -1.594  0.788
C  -2.488  4.062  -2.368  -0.973
C  -3.289  3.062  -2.846  -1.014
C  -2.971  1.719  -2.558  0.888
C  -3.677  0.595  -3.031  -0.102
Br  -5.090  0.798  -4.291  -0.251
C  -3.345  -0.669  -2.622  -0.536
C  -2.290  -0.862  -1.734  0.241
Br  -1.975  -2.626  -1.103  -0.165
C  -1.483  0.173  -1.261  -0.614
O  -0.480  0.001  -0.468  0.567
C  -1.853  1.493  -1.709  0.111
N  -1.084  2.500  -1.272  -0.020
H  -0.689  5.776  -1.478  0.447
H  0.598  4.548  -1.445  0.242
H  -0.419  4.794  -0.016  0.227
H  -2.723  5.097  -2.566  0.428
H  -4.169  3.286  -3.432  0.381
H  -3.902  -1.523  -2.980  0.469
S  2.228  1.821  -0.948  -0.606
Sb  2.297  -0.401  -0.429  1.691
C  1.942  -0.662  1.648  0.126
C  2.943  -0.261  2.521  -0.856
C  2.724  -0.317  3.888  -0.644
C  1.504  -0.764  4.374  -0.662
C  0.512  -1.173  3.498  -0.544
C  0.732  -1.134  2.132  0.312
C  4.393  -0.786  -0.557  0.302
C  4.850  -2.087  -0.664  -0.349
C  6.208  -2.342  -0.727  -0.671
C  7.111  -1.294  -0.679  -0.437
C  6.656  0.008  -0.574  -0.646
C  5.297  0.261  -0.520  -0.452
C  1.585  -2.214  -1.360  0.466
C  1.365  -3.298  -0.523  -0.112
C  1.022  -4.524  -1.069  -0.882
C  0.917  -4.670  -2.442  -0.492
C  1.138  -3.583  -3.270  -0.571
C  1.474  -2.350  -2.731  -0.579
H  3.899  0.085  2.132  0.419
H  3.500  0.000  4.573  0.407
H  1.325  -0.783  5.439  0.407
H  -0.438  -1.516  3.877  0.479
H  -0.041  -1.458  1.447  0.249
H  4.142  -2.904  -0.708  0.338
H  6.560  -3.359  -0.814  0.402
H  8.170  -1.495  -0.735  0.378
H  7.358  0.828  -0.535  0.404
H  4.929  1.278  -0.461  0.337
H  1.442  -3.192  0.553  0.364
H  0.826  -5.364  -0.417  0.423
H  0.658  -5.629  -2.865  0.387
H  1.046  -3.690  -4.340  0.392
H  1.648  -1.497  -3.376  0.445
Br  -2.531  1.092  4.892  -0.186
C  -3.808  1.034  3.503  0.219
C  -5.107  0.640  3.785  -0.539
C  -6.034  0.584  2.758  -0.428
C  -5.675  0.944  1.468  -0.873
C  -4.381  1.364  1.205  -0.161
C  -3.434  1.413  2.222  0.235
C  -2.018  1.807  1.914  1.227
O  -1.100  1.048  2.277  -0.593
O  -1.802  2.855  1.274  -0.740
H  -5.381  0.374  4.795  0.427
H  -7.041  0.254  2.969  0.379
H  -6.406  0.891  0.673  0.426
H  -4.090  1.663  0.208  0.454

Summary:
Multiplicity   1
HOMO-LUMO gap   7.530 eV
LUMO   0.0 eV
Highest occupied orbital energy   -7.53 eV

***

[3]
ORCA calculation (ωB97M-V/def2-TZVPD) on a molecular structure, C35H25Cl3F2GaN3O2SSi.

Each line ends with the Mulliken charge.
CARTESIAN COORDINATES (ANGSTROEM)
Ga  -0.429  -0.547  0.625  1.426
F  -1.810  -0.474  5.794  -0.341
C  -1.272  0.140  4.731  0.173
C  -1.098  -0.561  3.552  -0.738
C  -0.531  0.106  2.478  1.894
C  -0.159  1.466  2.577  -0.649
C  -0.368  2.113  3.792  0.624
F  -0.032  3.413  3.953  -0.344
C  -0.922  1.471  4.875  -0.848
C  0.438  2.084  1.372  0.576
C  0.877  3.404  1.261  -1.052
C  1.436  3.840  0.077  -0.504
C  1.570  2.966  -0.993  -1.189
C  1.102  1.683  -0.829  -0.362
N  0.557  1.258  0.316  0.334
H  -1.358  -1.610  3.463  0.687
H  -1.077  1.993  5.809  0.516
H  0.773  4.074  2.098  0.633
H  1.773  4.865  -0.011  0.455
H  2.019  3.268  -1.928  0.513
H  1.179  0.942  -1.616  0.718
S  5.161  -4.063  0.084  -0.111
C  3.687  -3.070  0.247  0.444
C  2.660  -3.205  -0.675  -0.812
C  1.530  -2.421  -0.530  0.230
N  1.408  -1.533  0.457  0.085
C  2.378  -1.425  1.365  -0.113
C  3.532  -2.178  1.300  -0.888
C  6.303  -2.747  -0.311  0.222
C  6.514  -2.377  -1.630  -0.224
C  7.407  -1.348  -1.894  -0.383
N  8.078  -0.694  -0.949  -0.578
C  7.877  -1.068  0.311  -0.405
C  7.010  -2.086  0.683  -0.083
H  2.727  -3.918  -1.485  0.505
H  0.680  -2.524  -1.198  0.268
H  2.202  -0.734  2.180  0.510
H  4.287  -2.083  2.067  0.345
H  5.992  -2.877  -2.435  0.402
H  7.590  -1.036  -2.916  0.364
H  8.441  -0.532  1.066  0.355
H  6.897  -2.362  1.722  0.444
Cl  -2.514  -2.504  -4.252  -0.156
C  -1.786  -2.086  -2.757  0.028
Cl  -2.892  -2.248  -1.427  0.383
Cl  -0.968  -0.545  -2.731  -0.069
C  -1.155  -4.028  1.160  0.142
O  -0.529  -5.060  1.343  -0.676
O  -0.998  -2.941  1.833  -0.707
C  -5.646  -2.574  -2.111  0.029
C  -6.486  -1.472  -1.674  0.052
C  -6.183  -0.316  -1.067  -0.727
C  -4.837  -0.025  -0.713  0.766
C  -3.626  -0.524  -0.716  -0.129
C  -4.503  -3.235  -2.282  -1.118
Si  -3.392  1.046  0.002  -0.160
C  -3.100  2.571  -1.027  0.195
C  -1.931  2.848  -1.733  0.615
C  -1.767  4.052  -2.402  -0.694
C  -2.773  5.006  -2.364  -0.514
C  -3.942  4.750  -1.663  -0.684
C  -4.101  3.545  -0.993  -0.503
H  -6.289  -3.327  -2.597  0.308
H  -7.531  -1.655  -1.900  0.313
H  -6.955  0.399  -0.819  0.407
H  -1.117  -1.775  0.008  -1.910
H  -1.951  -3.979  0.318  0.125
H  -3.647  1.322  1.427  -0.122
H  -1.150  2.104  -1.795  0.165
H  -0.856  4.244  -2.956  0.422
H  -2.649  5.948  -2.883  0.387
H  -4.733  5.488  -1.636  0.379
H  -5.021  3.361  -0.448  0.354

Summary:
Energy above the lowest of the compared OMol25 structures with the same formula, charge and spin   103.1 kcal/mol
Multiplicity   1
HOMO-LUMO gap   6.146 eV
LUMO   -1.1 eV
Highest occupied orbital energy   -7.29 eV

***

| no. | DFT total energy (Eh) |
| --- | --- |
| 1 | -10601.32587 |
| 2 | -10667.45577 |
| 3 | -5855.82752 |